Entry from the Open Molecules 2025 dataset: a 12-piece molecular cluster, C60H126O36P6 overall in a non-equilibrium geometry (ωB97M-V/def2-TZVPD).

Structure (ORCA input):
```
! RIJCOSX wB97M-V def2-TZVPD def2/J DEFGRID3
* xyz 0 1
C -24.22 -12.97 19.67
C -22.71 -12.89 19.85
O -22.42 -13.50 21.17
P -21.13 -12.98 21.92
O -19.83 -13.04 21.26
O -21.23 -13.95 23.19
C -21.07 -15.37 22.95
C -21.33 -16.24 24.14
O -21.49 -11.55 22.43
C -22.67 -11.14 23.05
C -22.90 -9.72 22.64
H -24.58 -12.86 18.64
H -24.61 -13.92 20.02
H -24.72 -12.22 20.27
H -22.15 -13.43 19.08
H -22.42 -11.85 19.70
H -21.79 -15.60 22.17
H -20.16 -15.66 22.45
H -20.51 -16.03 24.83
H -22.27 -15.95 24.63
H -21.22 -17.29 23.82
H -23.62 -11.72 22.74
H -22.58 -11.28 24.08
H -22.02 -9.14 22.67
H -23.24 -9.75 21.59
H -23.61 -9.21 23.29
C -14.77 -16.00 16.17
C -14.15 -15.57 17.51
O -12.83 -16.06 17.64
P -12.60 -17.59 17.74
O -13.75 -18.43 18.17
O -12.09 -18.02 16.28
C -10.98 -17.29 15.61
C -10.14 -18.31 14.88
O -11.30 -17.63 18.63
C -10.72 -18.89 18.98
C -9.24 -18.84 18.93
H -14.60 -17.07 16.11
H -15.79 -15.65 16.07
H -14.12 -15.57 15.32
H -14.10 -14.48 17.70
H -14.74 -15.93 18.38
H -11.49 -16.57 15.06
H -10.39 -16.62 16.26
H -9.35 -17.81 14.36
H -9.76 -19.13 15.49
H -10.72 -18.71 14.02
H -10.96 -19.07 20.03
H -11.11 -19.71 18.41
H -8.94 -19.89 19.23
H -8.79 -18.72 17.91
H -8.77 -18.12 19.55
C -19.63 -9.93 18.11
C -18.36 -10.37 18.67
O -17.28 -9.55 18.07
P -15.79 -9.92 18.24
O -14.89 -8.85 17.79
O -15.64 -10.45 19.78
C -15.63 -9.58 20.92
C -14.30 -9.00 21.14
O -15.75 -11.31 17.50
C -14.46 -11.80 17.12
C -14.55 -12.37 15.75
H -19.48 -9.88 17.04
H -20.39 -10.69 18.39
H -19.90 -8.95 18.41
H -18.27 -10.25 19.76
H -18.20 -11.41 18.37
H -16.33 -8.74 20.79
H -15.92 -10.24 21.75
H -14.00 -8.44 20.25
H -14.37 -8.29 21.94
H -13.56 -9.73 21.41
H -13.73 -10.99 17.25
H -14.06 -12.59 17.84
H -13.63 -12.93 15.64
H -15.42 -13.02 15.75
H -14.70 -11.67 14.92
C -18.98 -17.23 8.78
C -19.12 -16.05 9.65
O -18.26 -16.10 10.81
P -18.67 -15.52 12.18
O -19.45 -14.28 12.24
O -19.49 -16.73 12.90
C -19.02 -18.10 12.93
C -18.30 -18.55 14.13
O -17.35 -15.43 13.04
C -16.57 -14.15 13.09
C -16.18 -13.59 11.72
H -19.22 -18.13 9.38
H -19.68 -17.20 7.95
H -17.93 -17.42 8.50
H -18.87 -15.18 9.12
H -20.18 -15.82 9.93
H -19.96 -18.69 12.82
H -18.49 -18.34 12.01
H -18.66 -18.08 15.04
H -18.49 -19.66 14.23
H -17.23 -18.42 14.02
H -17.22 -13.42 13.59
H -15.72 -14.43 13.76
H -17.08 -13.43 11.11
H -15.64 -12.70 11.94
H -15.48 -14.26 11.19
C -12.95 -8.07 14.31
C -14.40 -7.83 14.62
O -15.16 -7.94 13.41
P -16.02 -9.25 13.24
O -15.28 -10.46 13.57
O -16.58 -9.16 11.83
C -15.63 -8.99 10.73
C -15.79 -7.72 9.98
O -17.32 -9.02 14.09
C -18.04 -10.16 14.64
C -18.76 -10.97 13.59
H -12.79 -9.04 13.78
H -12.54 -7.32 13.60
H -12.28 -8.09 15.16
H -14.78 -8.51 15.43
H -14.56 -6.82 14.91
H -14.57 -9.09 11.06
H -15.85 -9.78 9.95
H -15.21 -7.62 9.12
H -16.93 -7.63 9.72
H -15.61 -6.90 10.57
H -17.47 -10.79 15.23
H -18.76 -9.66 15.22
H -19.07 -11.90 14.13
H -19.60 -10.52 13.10
H -18.11 -11.35 12.74
C -26.04 -15.55 14.62
C -25.68 -16.70 15.58
O -24.80 -16.23 16.64
P -24.99 -16.67 18.11
O -24.11 -16.01 19.05
O -26.56 -16.46 18.43
C -27.05 -15.39 19.29
C -26.79 -15.73 20.73
O -25.01 -18.28 17.97
C -23.75 -19.03 17.79
C -23.46 -19.76 19.15
H -25.10 -15.13 14.24
H -26.56 -15.99 13.78
H -26.73 -14.81 15.05
H -26.55 -17.21 16.00
H -25.16 -17.46 15.05
H -26.65 -14.45 18.96
H -28.12 -15.36 19.15
H -25.67 -15.58 20.93
H -27.40 -15.05 21.37
H -27.13 -16.69 20.97
H -23.88 -19.85 17.05
H -22.91 -18.44 17.36
H -24.41 -20.14 19.45
H -22.72 -20.53 19.10
H -23.14 -19.00 19.85
O -17.49 -16.22 18.28
C -17.30 -15.41 19.15
C -17.42 -13.89 19.06
C -16.83 -13.42 20.36
C -16.98 -14.58 21.29
O -16.90 -15.77 20.38
H -17.00 -13.49 18.12
H -18.55 -13.71 18.98
H -15.76 -13.26 20.12
H -17.29 -12.49 20.78
H -16.18 -14.77 22.03
H -17.99 -14.63 21.75
O -20.41 -18.80 19.03
C -19.34 -19.24 18.70
C -18.04 -19.36 19.46
C -17.03 -19.79 18.44
C -17.88 -20.24 17.28
O -19.27 -19.81 17.44
H -17.84 -18.38 19.92
H -18.30 -20.11 20.20
H -16.38 -18.99 18.12
H -16.43 -20.63 18.81
H -17.51 -19.98 16.28
H -18.07 -21.33 17.40
O -21.94 -17.52 10.19
C -22.25 -16.69 10.99
C -22.62 -16.68 12.43
C -22.44 -15.27 12.85
C -22.52 -14.45 11.62
O -22.28 -15.38 10.51
H -23.66 -16.94 12.48
H -22.01 -17.41 13.00
H -23.15 -14.89 13.62
H -21.44 -15.18 13.17
H -23.56 -14.06 11.52
H -21.87 -13.60 11.42
O -24.56 -13.10 16.13
C -23.72 -12.28 15.74
C -23.27 -10.99 16.33
C -21.97 -10.70 15.60
C -22.06 -11.55 14.31
O -23.05 -12.51 14.53
H -24.00 -10.24 16.02
H -23.18 -10.94 17.42
H -21.92 -9.66 15.36
H -21.08 -11.06 16.12
H -22.17 -10.99 13.38
H -21.04 -11.99 14.26
O -18.88 -12.65 16.52
C -19.62 -13.61 16.41
C -19.30 -14.97 15.85
C -20.38 -15.85 16.48
C -21.51 -14.84 16.64
O -20.91 -13.53 16.71
H -19.49 -15.05 14.77
H -18.25 -15.26 15.93
H -20.58 -16.68 15.88
H -20.02 -16.19 17.46
H -22.21 -14.87 15.79
H -21.98 -14.97 17.57
O -24.71 -22.84 15.67
C -23.62 -22.46 15.49
C -23.00 -22.10 14.13
C -21.84 -21.22 14.48
C -21.50 -21.77 15.89
O -22.70 -22.28 16.45
H -22.64 -23.08 13.71
H -23.70 -21.68 13.41
H -20.95 -21.29 13.80
H -22.12 -20.17 14.42
H -20.68 -22.52 15.82
H -21.17 -21.02 16.60
*
```

Structure (SMILES): CCOP(=O)(OCC)OCC.CCOP(=O)(OCC)OCC.CCOP(=O)(OCC)OCC.CCOP(=O)(OCC)OCC.CCOP(=O)(OCC)OCC.CCOP(=O)(OCC)OCC.O=C1CCCO1.O=C1CCCO1.O=C1CCCO1.O=C1CCCO1.O=C1CCCO1.O=C1CCCO1
E_LUMO (eV): 0.6
Calculated total energy (eV): -193723.739
Highest occupied orbital energy (Ha): -0.3688